This record from the OMol25 dataset describes a molecular structure, C40H52N11O3S6Zr. The level of theory is ωB97M-V/def2-TZVPD.

XYZ file:
```
113
Properties=species:S:1:pos:R:3:forces:R:3
S -2.8431 0.1934 0.3885 0.0 0.2 -0.1
O -1.4259 -4.5337 -3.4907 0.0 0.0 0.0
H -0.1320 -2.8801 6.9320 0.0 0.0 0.0
H 1.0107 -4.0342 1.5799 0.0 0.0 0.0
H 0.2506 -3.9634 4.0847 0.0 0.0 0.0
C 1.4801 5.1284 -0.8198 0.0 0.0 0.0
H -3.3850 3.5717 4.1485 0.0 0.0 0.0
H -0.0625 -4.5696 6.5125 0.0 0.0 0.0
H 0.0919 -2.3865 -4.1885 0.0 0.0 0.0
C 0.2262 3.4663 -2.1793 0.0 0.1 0.0
H 0.0414 -6.3036 -2.4491 0.0 0.0 0.0
H -3.2621 -5.6151 0.8187 0.0 0.0 0.0
C -3.5743 -2.8373 2.9174 0.0 0.0 0.0
C 2.0586 3.4579 -4.7228 0.0 0.0 0.0
N 4.5305 -3.1110 -1.8951 0.1 0.1 0.2
H -1.7835 -3.3548 -5.1666 0.0 0.0 0.0
C 2.3618 -3.1999 0.1491 0.0 0.0 0.0
C 0.5926 -3.2043 -3.6909 0.0 0.0 0.0
C 3.7043 5.4264 -5.7636 0.0 0.0 0.0
H -2.3111 2.0857 2.2403 0.0 0.0 0.0
H 2.0087 4.2199 -2.6436 0.0 0.0 0.0
H -3.6865 -4.9726 3.0851 0.0 0.0 0.0
H 3.7639 2.1701 -4.8193 0.0 0.0 0.0
N 0.7911 -0.9006 0.4276 0.2 -0.3 0.1
H -2.8270 5.0099 5.0201 0.0 0.0 0.0
C 1.8695 -0.9195 -0.4162 0.0 0.0 -0.1
N -0.3392 4.3506 4.6830 0.0 0.0 0.0
C 1.2840 -3.1721 0.9883 0.0 0.0 0.0
C -2.7421 4.4515 4.0922 0.0 0.0 0.0
H 2.9781 -4.0844 0.0676 0.0 0.0 0.0
H 2.4426 4.8651 -0.3785 0.0 0.0 0.0
H 2.4668 -2.1939 -3.7197 0.0 -0.1 0.0
H 0.3731 -2.2607 4.5381 0.0 0.0 0.0
C 1.4541 6.5875 -1.2553 0.0 0.0 0.0
H 0.4957 4.9325 -4.7965 0.0 0.0 0.0
C 0.0917 7.0281 -1.7727 0.0 0.0 0.0
C 1.9429 -5.3017 -2.4696 0.0 0.0 0.0
H -2.4380 -1.8691 6.9475 0.0 0.0 0.0
H -3.0882 5.0782 3.2693 0.0 0.0 0.0
C 0.5162 -2.0052 1.0934 0.1 0.0 0.0
H 4.3471 6.1957 -6.1703 0.0 0.0 0.0
H 1.5606 -3.4143 5.1237 0.0 0.0 0.0
C -1.3278 4.0568 3.9054 0.0 0.0 0.0
C -2.5659 -2.2684 5.9409 -0.1 0.0 0.0
H 2.2206 6.7478 -2.0200 0.0 0.0 0.0
H -4.5193 -4.4023 0.7891 0.0 0.0 0.0
H -0.2163 6.4397 -2.6394 0.0 0.0 0.0
H -1.5553 -3.8620 0.1989 0.0 0.0 0.0
H 3.4422 1.3007 -2.4374 0.0 0.0 0.0
C 4.2181 4.1622 -5.5055 0.0 0.0 0.0
N 1.2679 4.2334 -1.9552 0.0 0.0 0.0
H -3.1818 -3.8180 -4.1707 0.0 0.0 0.0
C 4.0218 -0.7675 -2.1443 0.0 0.1 0.1
S 1.4585 2.2165 1.9546 0.0 0.1 -0.2
C 2.3659 5.7056 -5.5154 0.0 0.0 0.0
H 1.9647 6.6846 -5.7402 0.0 0.0 0.0
S -0.7866 0.1448 3.2435 0.0 0.1 -0.2
C -0.1007 -4.3487 -3.3032 0.0 -0.1 0.0
H -2.0743 -2.5550 -3.5953 0.0 0.0 0.0
S -1.1833 -0.0826 -1.9322 -0.1 -0.1 -0.1
H 0.7069 4.9167 -0.0853 0.0 0.0 0.0
H -0.3245 -1.9741 1.7662 0.0 0.0 0.0
H -2.3530 -4.2474 6.6068 0.0 0.0 0.0
H 2.4929 -6.1234 -2.0278 0.0 0.0 0.0
H 5.2576 3.9467 -5.7120 0.0 0.0 0.0
C 3.3931 3.1713 -4.9982 0.0 0.0 0.0
N -1.6145 2.7045 1.8258 -0.1 -0.1 -0.1
C 1.9490 -3.0949 -3.4205 -0.1 0.0 -0.1
H 4.8598 -0.7144 -2.8277 0.0 0.0 0.0
C -2.8064 -0.2644 -1.3235 0.1 0.1 0.0
N 4.0117 -4.1028 -2.4208 -0.1 -0.1 -0.1
H -3.6406 -2.3829 5.8046 0.0 0.0 0.0
S -4.1053 -0.7745 -2.1404 0.0 0.0 0.0
H -2.0506 -4.0902 4.9001 0.0 0.0 -0.1
H 1.7496 7.1962 -0.3979 0.0 0.0 0.0
C 3.7282 -1.9656 -1.5578 0.1 0.1 0.0
H -2.8095 -4.0315 -1.0211 0.0 0.0 0.0
H -2.3721 -1.4795 1.8790 0.1 0.0 0.0
Zr -0.4241 1.0606 0.2534 -0.2 0.1 0.4
C -2.1449 -3.4954 -4.1456 0.0 0.0 0.0
N -0.8726 3.3027 2.8393 0.0 0.0 0.0
H 0.1080 8.0745 -2.0747 0.0 0.0 0.0
H -2.0962 -4.3845 2.6447 0.0 0.0 0.1
C 1.5420 4.7251 -4.9874 0.0 0.0 0.0
S -1.1326 3.4095 -1.1099 0.2 -0.3 0.1
H -0.5288 1.9427 -3.2092 0.0 0.0 0.0
C -3.4544 -4.5533 0.9879 0.0 0.0 0.0
C -0.3533 -3.5901 6.1285 0.0 0.0 0.0
C 2.6228 -4.1253 -2.7795 -0.1 -0.1 0.1
C -2.6240 -3.7317 0.0106 0.0 0.0 0.0
H -2.8601 -2.6668 0.0707 0.0 0.0 0.0
C -1.8959 -1.0962 3.7371 -0.3 0.0 0.0
C -1.8608 -3.6165 5.8621 0.0 0.0 0.0
H -1.4712 -0.5295 5.5406 0.0 0.0 0.0
H 1.6532 3.8219 4.5407 0.0 0.0 0.0
C 0.4630 3.0919 2.9853 -0.1 0.0 0.0
N -2.0465 -1.2077 5.0663 0.1 -0.1 0.0
C 2.1231 0.2899 -1.1110 0.0 0.0 0.0
C -3.1655 -4.2464 2.4573 0.0 0.0 0.0
C 1.1927 2.3599 -4.2148 0.0 0.0 0.0
C 3.2164 0.3696 -1.9332 0.0 0.0 0.0
O 1.2677 1.2852 -0.8756 0.0 0.1 -0.1
O 1.2833 1.2249 -4.5979 0.0 0.0 0.0
C 2.6736 -2.0527 -0.6092 0.0 0.0 0.0
H -3.9583 -2.8466 3.9303 0.0 0.0 0.0
H -4.3861 -2.4691 2.2843 0.0 0.0 0.0
C 0.5015 -3.2810 4.9018 0.0 0.0 0.0
N 0.1667 2.6865 -3.2874 -0.1 -0.1 0.0
N -2.4993 -1.8425 2.8209 0.0 0.0 0.1
H -2.0552 3.4230 1.2559 0.0 0.0 0.0
C 0.5882 -5.4052 -2.7026 0.0 0.0 0.0
N 0.7487 3.7549 4.1044 0.0 0.0 0.0
H -0.6763 6.9093 -1.0067 0.0 0.0 0.0
```
Positions in Å, forces in eV/Å.

Summary:
gap between HOMO and LUMO = 6.78 eV
energy relative to the best compared isomer or geometry (same formula, charge and spin) = 0.3065 eV
E_HOMO = -0.353 Eh
charge = +1

***

This record from the OMol25 dataset describes a molecular structure, C10H9F6IrN3O5Sb. The level of theory is ωB97M-V/def2-TZVPD.

XYZ file:
```
35
Properties=species:S:1:pos:R:3:forces:R:3
N -3.1691 3.3152 0.0336 0.9 -0.1 0.0
F -0.4343 0.3383 -0.3101 0.3 0.5 0.1
H -3.1720 3.3098 -2.0853 0.1 0.1 0.1
F -1.6835 -3.4486 0.2973 0.1 0.2 0.1
Ir 0.9061 2.0148 0.0887 -0.5 -1.6 1.5
N -0.7312 3.0777 0.1205 0.1 0.2 -0.1
H 3.1496 -1.7375 -2.1196 0.1 0.1 0.0
H -3.3081 3.3982 2.1439 0.1 0.1 -0.1
H -4.5778 2.4685 1.3314 0.2 -0.1 -0.2
N 2.2936 0.6768 0.0552 0.5 -0.3 -0.2
C -3.9462 3.3594 1.2653 -0.8 -0.1 0.8
H 3.8723 -3.5855 0.7911 0.0 0.1 0.2
C 2.5236 0.0431 -1.1035 0.0 -0.3 -1.2
H 3.2435 -1.6819 2.2305 0.0 0.0 0.0
C 1.9675 0.9088 -2.3090 -0.5 0.0 3.0
H -4.5078 2.4343 -1.3127 0.2 -0.1 0.2
O 2.3612 0.5779 3.5278 -0.6 0.8 0.1
O 3.7075 -3.1147 -0.0400 0.1 -0.3 -0.5
F 0.1741 -1.4975 1.4336 -0.6 -0.3 -0.2
F -2.1080 -1.2125 -1.4687 0.1 -0.4 0.3
F -2.3267 -0.7005 1.1099 0.2 -0.6 -0.1
H -4.6213 4.2166 1.2493 0.2 0.1 -0.1
Sb -1.1345 -1.7075 0.0528 0.7 1.6 -0.1
C -1.8984 3.1899 0.0736 -0.6 0.0 0.1
C 2.5618 0.0513 1.2171 -0.5 0.6 0.8
C 3.0706 -1.2095 1.2715 0.3 -0.2 -0.3
O 1.2578 1.8764 2.0154 -1.1 1.9 -0.7
C 3.0134 -1.2159 -1.1811 0.2 -0.2 -0.1
C -3.8632 3.3157 -1.2475 -0.8 -0.1 -0.8
F 0.4092 -2.0270 -1.0257 -0.6 -0.2 0.1
C 2.0393 0.8922 2.4333 1.6 -2.6 -0.8
H -4.5241 4.1821 -1.3106 0.2 0.1 0.1
O 2.3162 0.5510 -3.4111 0.2 -0.1 -1.0
C 3.2842 -1.8975 0.0500 -0.2 0.7 0.6
O 1.2342 1.8677 -1.9000 0.2 0.5 -1.5
```
Positions in Å, forces in eV/Å.

Summary:
gap between HOMO and LUMO (alpha / beta) = 9.20 / 4.86 eV
2S+1 = 5
E_HOMO (alpha / beta) = -0.637 / -0.624 Eh
charge = +2

***

This record from the OMol25 dataset describes a molecular structure, C6H5FNO. The level of theory is ωB97M-V/def2-TZVPD.

XYZ file:
```
14
Properties=species:S:1:pos:R:3:forces:R:3
C 1.0492 1.1224 -0.0354 1.0 1.1 0.6
N 3.1102 -0.3671 0.3009 0.5 0.3 0.9
F 3.8178 1.1463 -0.0412 0.0 0.0 -0.3
C 1.7600 -0.0959 -0.0729 -0.2 -1.3 0.4
C -1.0963 0.1352 0.0361 1.0 -2.2 0.1
O 3.8403 -1.3095 -0.1123 -1.5 1.1 -0.4
C -0.3174 1.2414 0.1399 1.7 -3.1 -1.1
H 1.4424 2.1265 0.0301 1.4 -0.4 -0.2
C 0.9399 -1.2707 -0.0295 -1.4 4.9 -0.8
H -0.8643 -2.1147 -0.1031 -1.2 0.1 0.0
H -0.6989 2.1637 0.3098 -1.2 2.7 0.4
H -2.1236 0.2575 0.1576 -1.7 -0.3 0.0
H 1.3075 -2.1954 0.0309 1.8 -3.3 0.1
C -0.4297 -1.1293 -0.0748 -0.2 0.5 0.4
```
Positions in Å, forces in eV/Å.

Summary:
gap between HOMO and LUMO (alpha / beta) = 6.50 / 6.49 eV
energy relative to the best compared isomer or geometry (same formula, charge and spin) = 0.6024 eV
E_HOMO (alpha / beta) = -0.097 / -0.097 Eh
charge = -1

***

This record from the OMol25 dataset describes a molecular structure, C8H10AuN2O2S2. The level of theory is ωB97M-V/def2-TZVPD.

XYZ file:
```
25
Properties=species:S:1:pos:R:3:forces:R:3
C 0.5685 -0.8736 2.6203 0.0 0.0 0.0
S -2.7124 0.2673 0.0442 -0.1 -0.2 0.1
C -3.3442 2.7987 -0.7670 0.1 -0.1 0.0
C -2.3741 1.7329 -0.7055 -0.3 0.4 0.0
O 1.4507 -1.2192 -1.0529 0.1 0.1 0.0
H 1.9514 -2.8290 1.8259 0.0 0.0 0.0
H 3.0677 -2.2655 -0.3009 0.0 0.0 0.0
O 0.2704 -1.6585 1.4568 0.0 -0.1 0.0
H 0.9365 -3.2849 0.4476 0.0 0.0 0.0
C -3.0145 4.0153 -1.4021 0.0 -0.1 0.0
H 1.3298 -0.1202 2.4081 0.0 0.0 0.0
S -0.8462 1.8858 -1.3734 0.2 0.0 -0.2
C 2.2526 -1.6412 0.0704 0.0 0.0 -0.2
H 2.5336 0.4775 -1.6036 0.0 0.0 0.0
H 1.5578 -0.3103 -2.8828 0.0 0.0 0.0
N -5.6531 2.4693 0.3003 0.0 0.0 0.0
C 2.2080 -0.4728 -2.0288 0.0 -0.1 0.0
H -0.3548 -0.3862 2.9198 0.0 0.0 0.0
N -2.7114 4.9900 -1.9400 0.0 0.0 0.0
H 0.9098 -1.5303 3.4208 0.0 0.0 0.0
C -4.6227 2.6288 -0.1939 0.1 0.0 0.0
Au -0.5188 -0.4089 -0.4767 -0.1 0.1 0.2
H 2.6758 -0.7587 0.5574 0.0 0.0 0.0
H 3.0710 -1.0638 -2.3311 0.0 0.0 0.0
C 1.3686 -2.4424 0.9872 -0.1 0.0 0.1
```
Positions in Å, forces in eV/Å.

Summary:
gap between HOMO and LUMO (alpha / beta) = 8.11 / 6.07 eV
energy relative to the best compared isomer or geometry (same formula, charge and spin) = 0.0000 eV
2S+1 = 3
E_HOMO (alpha / beta) = -0.459 / -0.486 Eh
charge = +1

***

| no. | maximum force (eV/Å) |
| --- | --- |
| 1 | 0.49 |
| 2 | 3.13 |
| 3 | 5.15 |
| 4 | 0.51 |